1.
The following is a quantum chemistry calculation of a molecular structure, C42H52P4PdS2, from the Open Molecules 2025 dataset.

Total energy ... -106701.3420 eV
Total charge ... -2
Highest occupied orbital energy ... 0.78 eV
Gap between HOMO and LUMO ... 3.730 eV

```
101
Properties=species:S:1:pos:R:3:forces:R:3
Pd -1.31023 0.08395 -0.80174 -0.69 0.27 1.30
S -0.02437 -1.28222 2.65354 0.21 -0.41 -0.13
P 1.38376 -0.70826 1.30246 -1.66 0.62 -1.57
C 0.76988 -0.33179 -0.23215 2.94 -0.35 -0.99
P 1.61255 -0.22770 -1.77883 -4.57 0.72 1.55
S 0.13322 0.57386 -3.03926 1.27 -1.01 0.01
C 2.94743 0.95747 -1.94975 0.50 0.99 -1.01
C 4.20978 0.52308 -2.31223 -1.20 -0.05 0.27
C 5.26005 1.37208 -2.29933 2.56 1.66 0.34
C 5.11938 2.74374 -1.99694 -0.19 -0.47 0.02
C 3.81614 3.23480 -1.74661 1.91 -0.73 -0.44
C 2.76554 2.36788 -1.81811 -1.31 -1.25 0.39
C 2.09088 -1.87827 -2.39088 1.16 -0.52 0.58
C 3.26484 -2.50175 -1.79595 -1.58 2.63 -0.79
C 3.73425 -3.61980 -2.38719 0.56 -1.73 -0.09
C 3.00005 -4.28254 -3.39282 -0.54 0.22 -0.16
C 1.73739 -3.81928 -3.83715 2.02 0.97 1.58
C 1.30466 -2.55581 -3.32843 0.85 -1.22 -0.20
C 2.80916 -1.78137 1.54478 1.00 -0.49 0.35
C 2.68579 -3.13438 1.85432 -0.57 0.18 -0.14
C 3.66978 -3.75309 2.58956 -0.38 -1.65 -0.37
C 4.83148 -3.11997 2.91571 1.22 1.01 -0.11
C 5.08505 -1.83085 2.40562 -0.01 -0.21 0.15
C 4.07860 -1.18713 1.71576 -0.87 -0.89 0.08
C 2.02375 0.76020 2.17258 -0.20 1.14 -1.40
C 2.08095 0.67250 3.51566 1.18 0.99 2.78
C 2.35624 1.82246 4.27555 0.04 0.70 -0.32
C 2.41080 3.10108 3.68350 0.56 -0.47 0.50
C 2.39075 3.16830 2.29952 -0.31 0.66 -0.13
C 2.21985 2.01242 1.55877 -0.54 -0.82 -0.99
H 4.30163 -0.46362 -2.68214 0.44 -0.93 0.07
H 6.27104 0.93104 -2.40894 -0.55 0.53 -0.36
H 5.98810 3.42538 -2.01276 -0.50 -0.51 0.20
H 3.70832 4.25796 -1.46200 -0.36 0.62 -0.19
H 1.74526 2.74906 -1.79085 0.08 -0.21 0.35
H 3.81509 -1.90733 -1.03913 -0.38 -0.82 -0.41
H 4.67354 -4.06817 -2.02201 -0.44 0.19 -0.32
H 3.48117 -5.16090 -3.81848 -0.38 -0.05 -0.06
H 1.21915 -4.38379 -4.58637 -0.43 0.01 -0.21
H 0.38767 -2.13575 -3.70413 -0.11 0.44 0.06
H 1.80641 -3.72534 1.59061 -0.04 0.55 0.21
H 3.52208 -4.81545 2.85437 0.13 0.64 0.03
H 5.55888 -3.65474 3.50148 0.32 0.04 0.18
H 6.00226 -1.25752 2.56526 -0.07 -0.55 0.12
H 4.20849 -0.20502 1.32627 0.22 0.76 -0.01
H 1.98391 -0.27812 4.03815 -0.07 0.20 -0.25
H 2.59191 1.74571 5.32403 -0.35 -0.13 0.38
H 2.55943 4.03704 4.26376 -0.13 -0.88 -0.24
H 2.44112 4.16242 1.83317 0.05 -0.54 -0.07
H 2.12048 2.03200 0.45689 0.08 0.08 0.81
C -3.51668 -2.35260 1.05785 0.14 -1.40 0.85
P -2.01417 -2.09184 -0.01637 -0.18 2.44 -0.52
C -0.97967 -3.54165 0.38208 -1.06 -1.14 -0.68
C -2.83759 -2.52421 -1.62082 -0.92 -1.48 -0.23
C -3.32102 -3.80580 -1.87189 0.45 -0.92 0.31
C -4.01281 -4.18037 -3.05301 0.72 -0.75 3.05
C -4.10376 -3.31052 -4.05930 0.77 2.37 -1.09
C -3.58533 -1.99721 -3.88391 -0.52 -0.85 0.46
C -3.12339 -1.60162 -2.62823 0.08 1.24 -0.78
H -4.28292 -1.56941 1.13940 0.51 -0.22 -0.61
H -3.22463 -2.54586 2.12670 0.01 -0.16 -1.00
H -3.92948 -3.26391 0.57436 -0.37 0.31 0.90
H -0.13336 -3.52837 -0.28336 0.31 0.02 -0.56
H -1.51346 -4.50393 0.29392 0.13 0.11 -0.15
H -0.57020 -3.50851 1.36334 0.02 0.48 0.87
H -3.08002 -4.58160 -1.10809 -0.57 0.46 -0.65
H -4.51042 -5.12764 -3.02677 -0.01 -0.61 -0.42
H -4.53256 -3.61029 -4.98280 -0.42 -0.07 -0.80
H -3.58412 -1.29439 -4.71067 -0.23 0.06 0.17
H -3.00404 -0.51269 -2.44321 0.57 -0.71 -0.01
C -4.77028 3.00272 1.03050 0.24 0.98 1.29
C -4.05673 2.02063 0.08559 0.00 1.20 0.51
C -4.69995 0.64953 0.06749 -1.72 0.16 0.28
P -2.21145 1.89594 0.35857 0.66 -1.65 -2.75
C -1.81424 1.76494 2.09538 0.93 0.50 1.60
C -1.64336 3.05512 2.94907 -1.02 0.50 0.07
C -2.79172 0.80419 2.76942 0.08 -0.62 0.87
C -1.51181 3.50066 -0.22700 0.09 -0.14 -0.25
C -2.39600 4.73150 -0.08406 0.25 0.48 1.99
C -1.17225 3.42714 -1.72495 -0.46 1.53 -0.36
H -4.07092 3.76943 1.49439 -0.87 -1.14 -0.52
H -5.33254 2.53780 1.88846 0.60 0.15 -0.86
H -5.48322 3.59996 0.48063 -0.55 0.23 -0.20
H -4.12079 2.41610 -0.94517 0.29 0.04 0.39
H -5.32906 0.55359 1.01440 0.92 -0.40 -1.07
H -3.87160 -0.04495 -0.01956 -0.24 -0.49 0.00
H -5.41112 0.50691 -0.79950 0.74 0.14 0.78
H -0.77518 1.32988 2.16479 -1.11 -0.05 -0.49
H -2.51715 3.74320 3.00168 0.16 -0.62 -0.10
H -0.84538 3.67994 2.59565 0.57 0.20 -0.54
H -1.36252 2.85557 3.98411 -0.08 -0.46 0.11
H -3.80922 1.19191 2.73569 -0.11 0.05 -0.08
H -2.48195 0.85767 3.81848 -0.25 -0.47 0.14
H -2.81597 -0.28336 2.47573 0.45 1.38 -0.10
H -0.55068 3.54093 0.34347 -0.69 0.30 -0.28
H -3.36663 4.59315 -0.53516 -0.15 -0.04 -0.42
H -1.92544 5.61969 -0.45717 0.35 0.50 -0.83
H -2.59858 5.03262 0.96009 0.07 -0.42 -0.12
H -2.00968 3.89424 -2.30753 0.55 -0.39 0.31
H -0.94481 2.48309 -2.17023 0.00 -0.73 0.29
H -0.29337 4.05825 -1.89963 -0.04 0.18 -0.13
```
Forces are in eV/Å.

=====

2.
The following is a quantum chemistry calculation of 12 unconnected molecules or ions with the total composition C8H40N10O12, from the Open Molecules 2025 dataset.

Structure (SMILES) ... NC(N)=O.NC(N)=O.NC(N)=O.NC(N)=O.NC(N)=O.CC(C)O.O.O.O.O.O.O
Total energy ... -48421.5304 eV
Highest occupied orbital energy ... -9.73 eV
Gap between HOMO and LUMO ... 9.793 eV

```
70
Properties=species:S:1:pos:R:3:forces:R:3
O 10.33968 -9.22360 7.55360 0.30 -0.54 -0.05
H 10.95245 -8.82887 6.93076 0.06 -0.06 -0.13
H 9.80293 -8.48457 7.87148 -0.48 0.63 0.07
O 13.50290 -11.97149 13.69511 0.03 -0.21 0.07
H 13.66534 -12.86308 14.01019 0.02 -0.10 0.15
H 13.82405 -11.97121 12.78890 0.21 0.12 -0.57
O 14.58091 -7.42659 6.57677 0.01 0.25 -0.20
H 13.63655 -7.55782 6.48000 -0.09 0.01 0.01
H 14.83796 -8.03040 7.28042 0.10 -0.33 0.18
O 12.81325 -14.00010 9.34214 -0.11 -0.22 -0.11
H 12.92355 -13.19260 9.85255 0.10 0.20 0.07
H 13.63195 -14.48173 9.47399 0.10 -0.05 0.01
O 15.34968 -8.04326 10.59141 -0.50 0.40 -0.09
H 15.61648 -8.95194 10.40647 0.09 0.25 0.00
H 15.69428 -7.86729 11.46854 0.14 -0.03 0.07
O 16.46834 -10.47638 10.91423 0.69 -0.36 0.18
H 16.86411 -11.06542 11.56015 0.11 0.06 0.22
H 15.68485 -10.94866 10.60427 -0.83 -0.03 0.22
C 15.32778 -11.05436 7.85346 -0.81 1.86 0.05
O 14.98129 -9.92437 8.18127 -0.26 1.15 0.61
N 14.67676 -11.67008 6.88377 -0.73 -1.60 -1.59
N 16.35056 -11.64029 8.43099 1.98 -1.69 0.62
H 14.89698 -12.61225 6.60307 -0.20 0.16 0.01
H 13.85284 -11.22644 6.51235 0.18 -0.09 0.10
H 16.66167 -12.56576 8.18234 -0.08 0.18 0.00
H 16.81695 -11.15915 9.19076 -0.02 0.02 -0.30
C 9.63548 -7.09934 9.70237 -0.46 0.32 -0.57
O 8.92917 -7.20162 8.70826 -0.46 0.42 -1.22
N 10.29257 -6.01067 10.07866 0.59 2.41 -0.24
N 9.84931 -8.09667 10.50644 0.19 -1.87 1.17
H 10.76808 -5.99643 10.96462 -0.10 0.39 -0.25
H 10.11934 -5.15851 9.56946 0.15 -0.04 0.27
H 10.48476 -7.91461 11.26813 -0.20 -1.17 0.19
H 9.48838 -8.98953 10.18777 0.25 -0.21 0.95
C 12.72928 -10.90530 10.50574 -2.09 1.51 0.18
O 13.84541 -11.33331 10.67740 2.89 -1.53 0.71
N 12.45653 -9.77148 9.88169 0.93 1.35 -1.24
N 11.64918 -11.45941 11.03779 -1.25 -1.48 0.80
H 13.24041 -9.36592 9.38877 -0.12 0.10 -0.25
H 11.51933 -9.47312 9.66620 0.11 -0.07 -0.12
H 10.72464 -11.20694 10.71076 -0.05 -0.12 0.32
H 11.77277 -12.09909 11.80677 -0.24 -0.07 -0.22
C 7.82779 -10.65431 9.77927 -1.44 0.55 -1.86
O 8.90687 -10.77335 10.31526 1.78 -0.14 0.57
N 6.68453 -10.79762 10.38796 -2.35 -0.84 2.52
N 7.64423 -10.29278 8.49462 2.27 -0.24 0.00
H 6.70770 -11.10195 11.34908 -0.32 0.03 -0.15
H 5.82783 -10.79900 9.86053 0.03 -0.05 0.42
H 6.75850 -10.21612 8.02700 0.46 0.13 -0.12
H 8.58504 -10.19556 8.13518 -0.55 0.33 -1.58
C 11.34701 -8.59822 13.91296 -0.49 -0.89 0.35
O 10.35150 -8.11243 14.37532 -1.50 1.25 0.70
N 12.07372 -8.03742 12.94937 0.99 2.34 -2.33
N 11.81863 -9.78199 14.25445 1.27 -2.30 0.51
H 12.85456 -8.42082 12.43941 -0.08 -0.24 0.25
H 11.82841 -7.09258 12.69948 0.16 -0.09 0.27
H 12.61788 -10.15094 13.76295 -0.20 -0.18 0.41
H 11.38322 -10.39723 14.92145 -0.16 0.40 -0.12
C 10.55954 -13.93966 14.37851 1.79 0.39 1.25
C 9.18022 -13.79712 13.89689 -0.44 1.29 -0.90
C 9.04844 -13.15293 12.54660 -0.28 0.53 -1.31
O 8.60944 -15.06277 13.82878 -0.76 -1.06 0.23
H 11.07317 -13.00209 14.59943 -0.26 0.27 -0.04
H 11.25181 -14.44639 13.70303 -0.31 -0.34 -0.28
H 10.51460 -14.48623 15.32147 0.22 -0.15 -0.02
H 8.61296 -13.16452 14.58192 -0.16 -0.38 0.32
H 9.36500 -12.11513 12.43913 0.16 0.01 0.44
H 8.00948 -13.16457 12.21267 -0.18 -0.03 0.27
H 9.55326 -13.70456 11.75004 0.36 -0.21 0.13
H 9.22016 -15.56618 13.28207 -0.18 -0.36 -0.06
```
Forces are in eV/Å.

=====

3.
The following is a quantum chemistry calculation of 2 unconnected molecules or ions with the total composition C4H10NO3, from the Open Molecules 2025 dataset.

Total energy ... -11940.6540 eV
Total charge ... -1
Highest occupied orbital energy (spin up / spin down) ... -3.13 / -3.14 eV
Gap between HOMO and LUMO (spin up / spin down) ... 7.177 / 7.178 eV

```
18
Properties=species:S:1:pos:R:3:forces:R:3
C -0.78610 -1.38303 0.48907 0.05 0.23 -0.14
C -0.40647 1.49962 -0.65063 -0.02 0.12 0.40
C 0.47615 -0.88892 -0.23222 -0.22 -0.24 -0.11
C 0.65984 0.61080 -0.05303 0.54 0.56 -0.52
N 1.87422 1.11515 -0.02536 -1.01 0.12 -0.10
O 3.01777 0.47421 0.20380 0.39 -0.30 0.26
O 1.58811 -1.64245 0.16386 0.38 0.21 0.30
O -0.26715 1.04348 1.93891 0.29 -0.02 -0.13
H -0.59462 -2.36946 0.90038 0.07 -0.17 -0.08
H -1.64213 -1.43225 -0.18378 -0.11 -0.04 -0.07
H -0.98188 -0.66788 1.29278 -0.12 -0.13 0.08
H -0.91144 2.02847 0.15271 -0.04 0.00 0.04
H -1.14393 0.89958 -1.18044 0.01 -0.05 -0.10
H 0.02707 2.22289 -1.34502 0.02 -0.08 -0.08
H 0.33822 -1.03216 -1.33336 -0.01 0.24 0.28
H 1.94863 2.13118 0.01292 -0.12 -0.21 -0.12
H 2.34298 -0.97408 0.22378 -0.11 -0.27 -0.01
H 0.39700 0.66742 2.52644 0.01 0.03 0.11
```
Forces are in eV/Å.